The following is a quantum chemistry calculation of 2 unconnected molecules or ions with the total composition C4H12O4PS at a distorted geometry, from the OMol25 dataset.

Last columns: bonded neighbours and bond lengths (Å).
CARTESIAN COORDINATES (ANGSTROEM)
1 O 1.908 0.815 0.494  P7 1.491
2 O 0.490 2.968 -0.121  P7 1.491
3 O 2.989 3.102 0.055  C5 1.415, P7 1.658
4 O 1.643 2.677 2.154  C6 1.415, P7 1.658
5 C 4.222 2.571 0.503  O3 1.415, H8 1.103, H9 1.103, H10 1.103
6 C 1.321 4.021 2.455  O4 1.415, H11 1.103, H12 1.103, H13 1.103
7 P 1.634 2.280 0.544  O1 1.491, O2 1.491, O3 1.658, O4 1.658
8 H 4.386 1.551 0.117  C5 1.103
9 H 5.027 3.224 0.127  C5 1.103
10 H 4.276 2.543 1.604  C5 1.103
11 H 1.388 4.148 3.549  C6 1.103
12 H 2.022 4.725 1.975  C6 1.103
13 H 0.296 4.273 2.134  C6 1.103
14 S 2.143 -0.612 3.371  C15 1.800, C16 1.800
15 C 0.658 0.167 2.716  S14 1.800, H17 1.103, H18 1.103, H19 1.103
16 C 3.352 0.555 2.725  S14 1.800, H20 1.103, H21 1.103, H22 1.103
17 H -0.210 -0.438 3.027  C15 1.103
18 H 0.679 0.212 1.614  C15 1.103
19 H 0.533 1.190 3.108  C15 1.103
20 H 3.326 0.594 1.623  C16 1.103
21 H 3.180 1.572 3.116  C16 1.103
22 H 4.354 0.220 3.042  C16 1.103

The value obtained for the total energy is -1200.25157 a.u. As for the spin multiplicity: 1. As for the HOMO energy: -0.1629 Ha. As for the charge: -1.

---

The following is a quantum chemistry calculation of 2 unconnected molecules or ions with the total composition C4H12OS at a distorted geometry, from the OMol25 dataset.

Last columns: bonded neighbours and bond lengths (Å).
CARTESIAN COORDINATES (ANGSTROEM)
1 C 0.653 -0.167 -3.287  C2 1.518, H4 1.095, H5 1.088, H6 1.095
2 C 0.244 -0.313 -1.832  C1 1.518, O3 1.424, H7 1.078, H8 1.116
3 O -0.352 -1.577 -1.556  C2 1.424, H9 0.959
4 H 1.082 -1.140 -3.549  C1 1.095
5 H 1.337 0.639 -3.546  C1 1.088
6 H -0.251 -0.081 -3.898  C1 1.095
7 H 1.033 -0.161 -1.114  C2 1.078
8 H -0.509 0.472 -1.585  C2 1.116
9 H -0.925 -1.378 -0.814  O3 0.959
10 C -1.508 0.016 1.791  S11 1.776, H13 1.087, H14 1.100, H15 1.102
11 S -0.440 -0.337 3.166  C10 1.776, C12 1.823
12 C 0.974 0.785 2.905  S11 1.823, H16 1.083, H17 1.089, H18 1.089
13 H -2.067 -0.903 1.632  C10 1.087
14 H -2.108 0.923 1.956  C10 1.100
15 H -0.869 0.312 0.943  C10 1.102
16 H 1.499 0.506 2.001  C12 1.083
17 H 1.576 0.589 3.791  C12 1.089
18 H 0.631 1.814 2.998  C12 1.089

The energy above the lowest of the compared OMol25 structures with the same formula, charge and spin is 1.0236 eV. The value obtained for the total energy is -632.98947 a.u. As for the spin multiplicity: 1. As for the HOMO energy: -0.3161 Ha. The structure (SMILES) is CCO.CSC.

---

The following is a quantum chemistry calculation of 2 unconnected molecules or ions with the total composition C4H12OS2 at a distorted geometry, from the OMol25 dataset.

Last columns: bonded neighbours and bond lengths (Å).
CARTESIAN COORDINATES (ANGSTROEM)
1 C -1.305 -1.564 -2.907  C2 1.578, H7 1.075, H8 1.110, H9 1.182
2 C 0.069 -2.340 -2.882  C1 1.578, S3 2.025, H10 1.076, H11 1.148
3 S 1.394 -1.672 -1.505  C2 2.025, S4 2.065
4 S 0.906 0.333 -1.432  S3 2.065, C5 1.881
5 C 0.043 0.431 0.237  S4 1.881, C6 1.531, H12 1.132, H13 1.148
6 C -0.459 1.811 0.671  C5 1.531, H14 1.068, H15 1.140, H16 1.137
7 H -1.980 -2.207 -3.444  C1 1.075
8 H -1.101 -0.505 -3.168  C1 1.110
9 H -1.702 -1.606 -1.795  C1 1.182
10 H 0.590 -2.228 -3.817  C2 1.076
11 H 0.017 -3.437 -2.547  C2 1.148
12 H -0.908 -0.102 -0.066  C5 1.132
13 H 0.522 -0.161 1.097  C5 1.148
14 H -0.375 1.773 1.735  C6 1.068
15 H -1.562 1.736 0.391  C6 1.140
16 H 0.196 2.613 0.202  C6 1.137
17 O 2.161 2.549 6.520  H18 0.962, H19 0.963
18 H 1.602 2.039 7.114  O17 0.962
19 H 1.892 2.537 5.596  O17 0.963

The energy above the lowest of the compared OMol25 structures with the same formula, charge and spin is 1.6310 eV. The value obtained for the total energy is -1031.15787 a.u. As for the spin multiplicity: 1. As for the HOMO energy: -0.3106 Ha. The structure (SMILES) is CCSSCC.O.

---

The following is a quantum chemistry calculation of 2 unconnected molecules or ions with the total composition C4H12P2 at a distorted geometry, from the OMol25 dataset.

Last columns: bonded neighbours and bond lengths (Å).
CARTESIAN COORDINATES (ANGSTROEM)
1 H -0.495 -1.465 1.598  P2 1.537
2 P -0.802 -1.766 0.122  H1 1.537, C3 1.685
3 C 0.063 -0.421 -0.410  P2 1.685, C4 1.555, C5 1.481
4 C 0.009 0.017 -1.901  C3 1.555, H7 1.024, H8 1.088, H9 1.165
5 C 0.855 0.401 0.533  C3 1.481, C6 1.555, H10 1.044, H11 1.168
6 C 2.247 -0.212 0.856  C5 1.555, H12 1.014, H13 1.101, H14 1.111
7 H -0.709 0.732 -2.041  C4 1.024
8 H -0.273 -0.794 -2.570  C4 1.088
9 H 1.072 0.451 -2.096  C4 1.165
10 H 0.322 0.439 1.430  C5 1.044
11 H 1.044 1.536 0.330  C5 1.168
12 H 3.103 0.099 0.409  C6 1.014
13 H 2.070 -1.288 0.711  C6 1.101
14 H 2.421 -0.004 1.933  C6 1.111
15 P -3.226 0.765 0.466  H16 1.305, H17 1.342, H18 1.429
16 H -2.619 -0.179 1.131  P15 1.305
17 H -3.067 0.199 -0.740  P15 1.342
18 H -2.016 1.490 0.239  P15 1.429

The energy above the lowest of the compared OMol25 structures with the same formula, charge and spin is 2.7566 eV. The value obtained for the total energy is -842.18280 a.u. As for the spin multiplicity: 1. As for the HOMO energy: -0.3168 Ha. The structure (SMILES) is [H]/P=C(/C)CC.P.

---

Calculated HOMO-LUMO gap, 7.82; 9.41; 8.99; 8.95 eV (same order as the records).